No. 1
ORCA calculation (ωB97M-V/def2-TZVPD) on C35H51CdGeN5O8P2S4 as an isolated structure.

```
! RIJCOSX wB97M-V def2-TZVPD def2/J DEFGRID3
* xyz 0 1
Cd 1.31 0.30 0.14
C -1.41 -0.53 5.54
C -1.09 -1.91 5.00
C -2.33 -2.79 4.91
O -0.38 -1.84 3.75
P -0.83 -1.61 2.25
O 0.37 -1.62 1.40
C -1.98 -0.20 2.05
P -2.05 0.20 0.27
O -0.85 -0.05 -0.53
O -3.21 -0.69 -0.34
C -4.60 -0.58 0.04
C -5.06 -1.92 0.58
C -5.38 -0.15 -1.19
O -2.54 1.71 0.17
C -3.23 2.49 1.15
C -4.38 3.21 0.45
C -2.27 3.47 1.80
O -1.88 -2.75 1.89
C -1.44 -4.05 1.40
C -1.25 -3.96 -0.11
C -2.51 -5.05 1.79
H -1.76 -0.61 6.57
H -2.18 -0.05 4.94
H -0.52 0.09 5.51
H -0.37 -2.39 5.66
H -3.04 -2.40 4.18
H -2.82 -2.83 5.89
H -2.06 -3.81 4.62
H -1.63 0.66 2.62
H -2.97 -0.50 2.41
H -4.71 0.18 0.82
H -5.02 -2.67 -0.22
H -6.08 -1.85 0.95
H -4.40 -2.25 1.38
H -5.37 -0.94 -1.94
H -4.92 0.75 -1.62
H -6.41 0.07 -0.92
H -3.64 1.83 1.93
H -3.98 3.79 -0.38
H -4.88 3.87 1.15
H -5.10 2.49 0.06
H -1.89 4.16 1.05
H -1.42 2.94 2.23
H -2.77 4.03 2.59
H -0.48 -4.29 1.87
H -2.19 -3.66 -0.57
H -0.95 -4.93 -0.50
H -0.49 -3.22 -0.35
H -3.43 -4.82 1.27
H -2.69 -5.02 2.86
H -2.19 -6.06 1.52
S 2.31 -1.59 -1.28
C 3.98 -1.22 -1.05
C 4.88 -2.32 -0.96
N 5.60 -3.22 -0.93
C 4.45 0.06 -1.07
S 3.36 1.39 -1.39
C 5.81 0.39 -0.85
N 6.90 0.70 -0.66
C 4.12 -0.03 4.81
O 2.84 0.53 4.51
C 2.45 0.57 3.23
S 3.36 -0.05 1.99
S 0.95 1.33 2.98
H 4.23 0.07 5.89
H 4.90 0.51 4.29
H 4.16 -1.08 4.51
C 1.99 6.32 -0.16
N 1.40 5.03 -0.39
C 0.98 4.53 -1.69
C 0.67 3.07 -1.35
O 0.32 2.23 -2.15
N 0.86 2.87 -0.01
C 1.30 4.02 0.50
N 1.59 4.18 1.78
H 1.95 6.89 -1.08
H 3.04 6.23 0.14
H 1.45 6.87 0.61
H 1.78 4.58 -2.44
H 0.10 5.05 -2.06
H 1.58 3.34 2.36
H 2.07 5.01 2.10
Ge 2.31 0.37 -3.32
C 0.53 -0.31 -3.86
C -0.24 0.55 -4.64
C -1.46 0.15 -5.14
C -1.93 -1.13 -4.88
C -1.17 -2.00 -4.12
C 0.06 -1.59 -3.61
C 3.87 -0.57 -4.09
C 3.89 -1.93 -4.35
C 5.02 -2.53 -4.88
C 6.15 -1.77 -5.15
C 6.14 -0.41 -4.89
C 5.00 0.19 -4.37
H 2.40 1.72 -4.12
H 0.14 1.55 -4.83
H -2.06 0.84 -5.73
H -2.89 -1.45 -5.27
H -1.53 -3.00 -3.92
H 0.64 -2.28 -3.01
H 3.01 -2.53 -4.13
H 5.04 -3.60 -5.07
H 7.04 -2.24 -5.55
H 7.03 0.19 -5.08
H 4.99 1.25 -4.17
*
```

## Properties
* E_tot: -6760.38268 Eh
* ΔE to the lowest compared entry with this formula, charge and spin: 12.3 kcal per mole
* orbital gap: 0.28307 Eh

***

No. 2
ORCA calculation (ωB97M-V/def2-TZVPD) on C35H51CoN5OP2S3 as an isolated structure.

```
! RIJCOSX wB97M-V def2-TZVPD def2/J DEFGRID3
* xyz 2 2
Co 0.16 -0.86 -1.34
C -0.12 -4.04 -2.11
C 0.06 -3.64 -3.57
S 0.01 -1.85 -3.88
C 1.73 -1.52 -4.39
C 2.40 -0.38 -3.65
S 2.29 -0.36 -1.84
C 3.22 -1.83 -1.31
C 2.51 -3.16 -1.49
S 0.80 -3.06 -0.90
H 0.14 -5.09 -1.97
H -1.16 -3.92 -1.80
H -0.75 -4.09 -4.15
H 0.98 -4.03 -3.99
H 1.72 -1.28 -5.45
H 2.29 -2.45 -4.28
H 1.95 0.58 -3.93
H 3.46 -0.32 -3.92
H 3.41 -1.64 -0.25
H 4.18 -1.82 -1.81
H 3.02 -3.92 -0.90
H 2.51 -3.48 -2.52
N -2.31 0.59 -2.21
P -0.69 1.12 -2.10
C -0.65 2.61 -1.09
C 0.33 2.75 -0.11
C 0.42 3.93 0.62
C -0.48 4.96 0.38
C -1.46 4.83 -0.60
C -1.54 3.66 -1.34
C -0.36 1.75 -3.77
C 0.58 2.77 -3.92
C 0.92 3.22 -5.19
C 0.31 2.66 -6.31
C -0.64 1.66 -6.16
C -0.97 1.20 -4.89
C -2.72 -0.44 -1.41
C -4.07 -0.66 -1.13
C -4.42 -1.65 -0.24
C -3.41 -2.38 0.39
C -2.11 -2.12 0.05
N -1.75 -1.20 -0.87
H -3.03 1.20 -2.58
H 1.01 1.93 0.09
H 1.18 4.04 1.37
H -0.41 5.88 0.94
H -2.15 5.64 -0.79
H -2.29 3.58 -2.12
H 1.04 3.23 -3.05
H 1.64 4.01 -5.30
H 0.56 3.02 -7.30
H -1.13 1.24 -7.03
H -1.71 0.41 -4.78
H -4.82 -0.04 -1.60
H -5.46 -1.83 -0.01
H -3.64 -3.14 1.13
H -1.30 -2.64 0.54
O 0.52 -0.21 0.65
P 0.31 -0.09 2.13
N 1.71 0.41 2.83
C 2.96 0.59 2.07
C 4.00 0.85 3.15
C 3.51 -0.01 4.31
C 2.00 0.21 4.27
N -0.18 -1.50 2.83
C -1.30 -1.65 3.78
C -1.38 -3.16 3.94
C 0.08 -3.59 3.93
C 0.72 -2.66 2.88
N -0.85 1.02 2.48
C -2.07 1.17 1.68
C -2.57 2.56 2.08
C -2.17 2.65 3.55
C -0.79 1.99 3.58
H 2.88 1.41 1.36
H 3.20 -0.32 1.50
H 3.99 1.90 3.43
H 5.01 0.60 2.82
H 3.94 0.27 5.27
H 3.74 -1.06 4.13
H 1.73 1.11 4.84
H 1.43 -0.63 4.67
H -2.21 -1.21 3.38
H -1.08 -1.17 4.74
H -1.91 -3.60 3.09
H -1.91 -3.45 4.85
H 0.22 -4.64 3.69
H 0.53 -3.41 4.91
H 0.78 -3.15 1.90
H 1.73 -2.37 3.17
H -2.82 0.41 1.92
H -1.84 1.11 0.62
H -3.64 2.68 1.91
H -2.04 3.32 1.49
H -2.86 2.07 4.16
H -2.15 3.67 3.93
H -0.59 1.51 4.54
H 0.01 2.72 3.39
*
```

## Properties
* E_tot: -4973.08545 Eh
* ΔE to the lowest compared entry with this formula, charge and spin: 0.0 kcal per mole
* orbital gap (spin up / spin down): 0.29839 / 0.32324 Eh